# 1
ORCA calculation (the ωB97M-V functional and the def2-TZVPD basis) on a molecular structure, H13NaO7 at a distorted geometry.

```
21
H13NaO7 | the OMol25 dataset | the ωB97M-V functional and the def2-TZVPD basis
Na -0.9518 -1.1806 -1.4135
O -0.1650 -0.3450 -0.3220
H 0.3629 0.3307 0.1462
O -1.3955 1.0849 0.7597
H -1.2085 0.9552 1.6894
H -0.7972 0.4889 0.3091
O -1.3579 0.8767 -1.4423
H -0.9956 0.3338 -0.7422
H -0.8599 1.6928 -1.3955
O -1.0605 -1.3908 1.1512
H -0.4452 -1.8534 1.7200
H -0.5054 -0.8731 0.5680
O 1.4067 -0.2389 -1.6031
H 1.7427 -1.0388 -1.1988
H 0.5792 -0.0714 -1.1521
O 1.5411 -1.2003 0.5503
H 0.7525 -0.8391 0.1454
H 1.2256 -1.6405 1.3396
O 0.6207 1.9353 0.0622
H 0.9100 1.9725 0.9739
H 0.6011 1.0011 -0.1455
```

Values from the calculation:
E_LUMO	-0.0192	Ha
energy above the lowest of the compared OMol25 structures with the same formula, charge and spin	1862.3	kJ/mol
total charge	0
electronic energy	-18942.4488	eV

Results of the Löwdin charge analysis, in e, for atoms 1 through 4: 0.741 -0.274 0.048 -0.038



# 2
ORCA calculation (the ωB97M-V functional and the def2-TZVPD basis) on C4H9N3 in the gas phase at a distorted geometry.

```
16
C4H9N3 | the OMol25 dataset | the ωB97M-V functional and the def2-TZVPD basis
C 1.8907 0.0818 0.3735
C 0.9972 1.1459 -0.2205
C -2.0984 -0.3748 -0.5800
C -1.7713 -0.0177 0.7842
H 2.0684 -0.9906 -1.2713
H 0.8220 -1.4563 -0.2940
H 1.5444 -0.0360 1.4252
H 2.9873 0.4691 0.2742
H 1.3485 2.1801 -0.1147
H -2.5106 -1.3650 -0.6944
H -2.4633 0.4253 -1.2383
H -1.8816 1.0432 0.9632
H -1.8242 -0.6573 1.6334
N 1.8302 -1.1859 -0.2780
N -0.2177 1.0174 -0.6254
N -0.7216 -0.2791 -0.1370
```

Values from the calculation:
E_LUMO	0.0392	Ha
SMILES	NC/C=N\N1CC1
energy above the lowest of the compared OMol25 structures with the same formula, charge and spin	336.7	kJ/mol
total charge	0
electronic energy	-8761.0349	eV

Results of the Löwdin charge analysis, in e, for atoms 1 through 4: -0.308 -0.156 -0.142 -0.166



# 3
ORCA calculation (the ωB97M-V functional and the def2-TZVPD basis) on C6H12O2 in the gas phase.

```
20
C6H12O2 | the OMol25 dataset | the ωB97M-V functional and the def2-TZVPD basis
C -0.3991 -0.5757 0.9075
C 1.0117 0.7719 -2.6644
C -1.0538 -0.0756 2.2054
C -1.3993 -0.4990 -0.2409
C 1.2626 0.9031 -0.3618
C 0.8858 0.1898 0.6878
O 0.4739 1.2034 -1.4361
O -0.0617 -1.9567 1.0302
H 0.5470 -2.0630 1.7719
H 2.2754 1.3076 -0.4167
H 1.5941 0.0971 1.4996
H 0.4002 1.2326 -3.4566
H 2.0414 1.1118 -2.7875
H 0.9891 -0.3133 -2.7580
H -0.3505 -0.1257 3.0367
H -1.3734 0.9562 2.0834
H -0.9675 -0.9345 -1.1356
H -2.2799 -1.0723 0.0278
H -1.6761 0.5306 -0.4358
H -1.9201 -0.6884 2.4431
```

Values from the calculation:
E_LUMO	0.0338	Ha
SMILES	CO/C=C\C(C)(C)O
energy above the lowest of the compared OMol25 structures with the same formula, charge and spin	184.0	kJ/mol
total charge	0
electronic energy	-10510.3998	eV

Results of the Löwdin charge analysis, in e, for atoms 1 through 4: -0.609 -0.092 -0.030 -0.020



# 4
ORCA calculation (the ωB97M-V functional and the def2-TZVPD basis) on a molecular structure, C3H6AlO3 at a distorted geometry.

```
13
C3H6AlO3 | the OMol25 dataset | the ωB97M-V functional and the def2-TZVPD basis
C 0.1759 0.4719 1.8884
C 0.1101 -0.5395 1.0289
O -0.7075 -0.4201 -0.0957
C -1.0328 -1.5317 -0.7287
O -1.5014 -1.0429 -1.8674
Al -1.7910 0.9668 -1.3581
H 0.7904 0.3547 2.7798
H -0.2932 1.4343 1.6806
H 0.5143 -1.5389 1.1871
H -1.2465 -1.6415 -2.6371
H 1.5529 1.2729 0.1604
O 2.0575 1.1571 -0.6857
H 1.3711 1.0569 -1.3525
```

Values from the calculation:
E_LUMO (spin up / spin down)	-0.4035 / -0.5306	Ha
spin multiplicity	2
energy above the lowest of the compared OMol25 structures with the same formula, charge and spin	103.4	kJ/mol
total charge	+2
electronic energy	-15922.9671	eV

Results of the Löwdin charge analysis, in e, for atoms 1 through 4: 0.142 -0.132 -0.151 0.080



# 5
ORCA calculation (the ωB97M-V functional and the def2-TZVPD basis) on C3H3OPS in the gas phase at a distorted geometry.

```
9
C3H3OPS | the OMol25 dataset | the ωB97M-V functional and the def2-TZVPD basis
C -1.4399 0.1206 -0.5825
C -0.5179 0.2579 0.3303
C 0.6597 -0.6712 0.6547
O 0.6958 -1.8782 0.9332
P 2.3935 0.1280 0.7577
S 2.4845 0.8148 -1.1360
H -2.3394 0.8018 -0.6116
H -1.2196 -0.6631 -1.3884
H -0.7167 1.0894 1.0427
```

Values from the calculation:
E_LUMO	-0.0690	Ha
SMILES	C=CC(=O)P=S
energy above the lowest of the compared OMol25 structures with the same formula, charge and spin	48.1	kJ/mol
total charge	0
electronic energy	-25328.9048	eV

Results of the Löwdin charge analysis, in e, for atoms 1 through 4: -0.004 -0.227 -0.683 -0.022



# 6
ORCA calculation (the ωB97M-V functional and the def2-TZVPD basis) on 14 unconnected molecules or ions with the total composition F6H26O13P at a distorted geometry.

```
46
F6H26O13P | the OMol25 dataset | the ωB97M-V functional and the def2-TZVPD basis
P 0.1669 0.4214 -0.4335
F -1.4581 0.4507 -0.3860
F 0.2773 0.9218 1.0773
F 0.1412 -1.1048 0.0723
F 1.7566 0.3899 -0.6211
F -0.0015 -0.1016 -1.9875
F 0.1346 1.9515 -0.9605
O 2.0262 -3.7296 1.6260
H 1.1636 -3.6804 1.1781
H 2.6325 -4.0824 0.9676
O 4.3263 1.1491 -1.7429
H 4.4141 1.3856 -0.8111
H 4.3223 0.1887 -1.7232
O 2.2681 -0.9042 2.1680
H 1.3401 -0.7194 1.9902
H 2.3657 -1.8489 1.9624
O -1.3408 0.4796 3.4891
H -1.8801 0.5443 4.2823
H -0.4533 0.7358 3.7603
O -2.9698 1.8843 1.4132
H -3.0528 1.4650 0.5479
H -2.3374 1.3237 1.8815
O -2.9474 -1.6354 -3.1501
H -2.0259 -1.3549 -3.1586
H -3.4223 -0.7932 -3.0746
O 4.5088 0.4884 1.1988
H 3.6824 0.0612 0.9347
H 4.1974 1.3065 1.6065
O -2.1455 3.4464 -1.3141
H -2.1751 3.4308 -0.3491
H -1.2221 3.2706 -1.5336
O 2.5105 2.8567 1.5263
H 2.5347 3.6433 0.9742
H 1.9366 2.2472 1.0436
O -4.1013 -0.1154 -0.8470
H -4.9157 -0.6135 -0.7417
H -3.4139 -0.7716 -1.0095
O -3.0218 1.2254 -3.2684
H -2.3481 1.6005 -3.8419
H -2.7269 1.4581 -2.3769
O 1.3850 -2.9352 -1.5819
H 0.8745 -2.1582 -1.8454
H 1.9731 -2.5913 -0.9025
O -0.8421 -3.4222 1.3748
H -1.0475 -2.7609 2.0439
H -1.0891 -3.0035 0.5419
```

Values from the calculation:
E_LUMO	0.0912	Ha
energy above the lowest of the compared OMol25 structures with the same formula, charge and spin	3.2	kJ/mol
total charge	-1
electronic energy	-52644.3294	eV

Results of the Löwdin charge analysis, in e, for atoms 1 through 4: 0.179 -0.156 -0.123 -0.149



Molecular weight (computed, Da): 148.09, 99.14, 116.16, 117.06, 118.10, 379.16